Entry 1:
DFT (ωB97M-V with the def2-TZVPD basis set) results for a cluster of 2 separate species, C5H13NO3P in total in a non-equilibrium geometry.

Last column: Mulliken charge in e.
Geometry (Å):
C1 -0.8275 -1.0796 -2.6016  -1.1138
C2 -0.3089 2.1550 1.0699  -1.2817
C3 -0.7231 -2.2277 -1.6349  -0.1649
C4 0.1474 -1.7217 -0.4151  -0.5769
C5 -0.0649 0.8463 1.7857  0.3807
N1 -1.1337 0.2604 2.0156  -0.6368
O1 1.9257 1.6805 3.4591  -0.5424
O2 1.6317 -0.8362 3.4097  -0.7923
O3 2.7097 0.4319 1.3644  -0.7234
P1 1.6896 0.3505 2.4513  1.0005
H1 0.0749 -0.9882 -3.1123  0.3072
H2 -1.1583 -0.1985 -2.0521  0.2836
H3 -1.5848 -1.3211 -3.3319  0.3553
H4 0.1457 2.2342 0.0715  0.2588
H5 0.0933 2.9059 1.7079  0.3939
H6 -1.4292 2.2025 0.9196  0.3116
H7 -1.8248 -2.6059 -1.2441  0.2303
H8 -0.1536 -3.1450 -1.9683  0.2411
H9 -0.0476 -2.3013 0.4966  0.3263
H10 1.2798 -1.6812 -0.6989  0.2565
H11 2.6254 1.3927 3.9927  0.2542
H12 -0.1413 -0.7455 -0.2560  -0.1319
H13 -0.9298 -0.6753 2.5346  0.3639

**Multiplicity**: 1
**Gap between HOMO and LUMO**: 8.7 eV
**Total charge**: -1
**Total energy**: -22320.3118 eV
**Energy above the lowest of the compared OMol25 structures with the same formula, charge and spin**: 84.2 kJ/mol
**Molecular weight**: 166.137 g mol⁻¹

Entry 2:
DFT (ωB97M-V with the def2-TZVPD basis set) results for a cluster of 2 separate species, C5H13NO3S in total in a non-equilibrium geometry.

Last column: Mulliken charge in e.
Geometry (Å):
C1 -1.8973 -2.3660 -2.1058  -1.2793
C2 0.5507 1.9704 -0.1614  -1.1727
C3 2.2197 1.1592 1.3875  -1.2852
C4 -0.4580 -2.8506 -2.0748  -0.1397
C5 0.6858 1.3771 1.1837  0.2072
N1 0.5136 -1.8101 -1.9459  -0.0741
O1 0.2561 -0.5766 2.8232  -0.5240
O2 -1.2431 -0.4951 0.8417  -0.5917
O3 1.1232 -1.7297 -0.9194  -0.2220
S1 0.1566 -0.4520 1.1573  0.6755
H1 -1.9630 -1.6797 -2.8692  0.3596
H2 -2.6141 -3.1293 -2.2499  0.3973
H3 -2.2176 -1.9322 -1.2346  0.3520
H4 0.7302 3.1385 -0.2133  0.3283
H5 1.3418 1.4761 -0.9450  0.2253
H6 -0.4019 2.0068 -0.7487  0.3366
H7 2.8709 2.0835 1.0328  0.3048
H8 2.5246 0.2285 0.8729  0.3625
H9 2.3486 1.0062 2.4327  0.4173
H10 -0.4715 -3.7088 -1.3774  0.3113
H11 -0.5115 -3.3042 -3.0627  0.3152
H12 0.2067 1.9425 1.9296  0.3873
H13 -0.5744 -1.0340 3.0521  0.3085

**Multiplicity**: 1
**Gap between HOMO and LUMO (alpha / beta)**: 9.0 / 9.0 eV
**Total charge**: 0
**Total energy**: -23858.8057 eV
**Energy above the lowest of the compared OMol25 structures with the same formula, charge and spin**: 416.6 kJ/mol
**Molecular weight**: 167.230 g mol⁻¹

Entry 3:
DFT (ωB97M-V with the def2-TZVPD basis set) results for a cluster of 2 separate species, C5H13NO4 in total in a non-equilibrium geometry.

Last column: Mulliken charge in e.
Geometry (Å):
C1 1.2001 0.6873 -1.9271  -0.6964
O1 0.8677 -0.5161 -1.2705  -0.3321
C2 1.2969 -0.6254 0.0622  -0.8941
C3 0.2143 -0.3096 1.1029  0.5681
O2 -0.2409 1.0144 1.0708  -0.3378
C4 0.6025 1.9465 1.7021  -0.7351
C5 -0.9931 -1.2405 0.9379  0.1663
O3 -2.0947 -0.9319 1.3785  -0.5784
O4 -0.5963 -2.5075 0.8946  -0.4513
H1 0.9217 0.5689 -2.9811  0.2633
H2 0.6545 1.5476 -1.5105  0.2511
H3 2.2835 0.8845 -1.8538  0.3334
H4 1.6165 -1.6646 0.2089  0.4537
H5 2.1750 0.0196 0.2358  0.3959
H6 0.6528 -0.5370 2.0934  0.3207
H7 0.0846 2.9122 1.6932  0.2678
H8 0.8017 1.6544 2.7477  0.3103
H9 1.5644 2.0590 1.1755  0.3050
H10 -1.3855 -3.1562 0.9537  0.3928
N1 -2.3068 -0.5220 -1.4695  -0.6145
H11 -1.6326 -0.6532 -2.2218  0.1883
H12 -2.5521 0.4634 -1.3992  0.2006
H13 -3.1343 -1.0937 -1.6236  0.2223

**Structure (SMILES)**: COC[C@@H](OC)C(=O)O.N
**Multiplicity**: 1
**Gap between HOMO and LUMO**: 10.0 eV
**Total charge**: 0
**Total energy**: -15074.6220 eV
**Energy above the lowest of the compared OMol25 structures with the same formula, charge and spin**: 144.0 kJ/mol
**Molecular weight**: 151.162 g mol⁻¹

Entry 4:
DFT (ωB97M-V with the def2-TZVPD basis set) results for a cluster of 3 separate species, C5H13NO4 in total in a non-equilibrium geometry.

Last column: Löwdin spin population.
Geometry (Å):
O1 -1.7770 -0.0856 1.3326  0.0067
C1 -1.8085 -0.1878 0.1175  0.0050
O2 -1.6719 -1.3794 -0.4713  0.0013
C2 -1.9863 0.9297 -0.8376  0.0179
C3 -0.6335 1.3233 -1.4771  0.0626
C4 0.4031 1.5783 -0.4386  0.3491
C5 1.6777 1.1294 -0.5812  0.1869
N1 2.5805 1.2084 0.4690  0.3113
H1 -1.4699 -2.1277 0.2090  0.0000
H2 -2.6838 0.6614 -1.6298  0.0007
H3 -2.3940 1.8097 -0.3510  0.0000
H4 -0.7839 2.2450 -2.0588  0.0307
H5 -0.2963 0.5948 -2.2447  0.0026
H6 0.0772 2.1327 0.4299  0.0084
H7 2.0572 0.6042 -1.4389  0.0018
H8 2.3559 1.8529 1.2140  0.0057
H9 3.5875 1.2223 0.1793  0.0081
H10 1.9699 -1.4240 1.2952  0.0003
H11 1.5139 -2.1810 0.0932  0.0000
O3 1.5561 -2.2563 1.0324  0.0005
H12 -1.2985 -2.1005 2.0949  0.0001
H13 0.0095 -2.7178 1.4904  0.0000
O4 -0.9848 -2.8319 1.5713  0.0003

**Multiplicity**: 2
**Gap between HOMO and LUMO (alpha / beta)**: 9.5 / 5.7 eV
**Total charge**: +1
**Total energy**: -15068.2200 eV
**Energy above the lowest of the compared OMol25 structures with the same formula, charge and spin**: 0.0 kJ/mol
**Molecular weight**: 151.162 g mol⁻¹

Entry 5:
DFT (ωB97M-V with the def2-TZVPD basis set) results for the ion C5H13NOP with charge +1.

Last column: Mulliken charge in e.
Geometry (Å):
C1 -0.7136 -0.2884 -2.4785  -1.0843
P1 0.7343 -0.4122 -1.3611  0.1683
C2 0.5889 -2.1530 -0.7987  -1.1051
C3 0.0030 0.5468 0.0730  -0.2098
C4 -0.9050 -0.0498 1.1357  -0.4857
O1 -0.7700 0.8090 2.2842  -0.3617
C5 0.2330 1.7470 2.0778  -0.3417
N1 1.0680 1.1420 0.9820  -0.1766
H1 -0.8651 0.7487 -2.7773  0.3485
H2 -1.6348 -0.6859 -2.0515  0.3431
H3 -0.4822 -0.8513 -3.3823  0.3903
H4 0.6978 -2.7770 -1.6874  0.3924
H5 1.4063 -2.4136 -0.1272  0.3420
H6 -0.3651 -2.4054 -0.3358  0.3546
H7 -0.4828 1.4253 -0.3606  0.3332
H8 -0.5894 -1.0501 1.4377  0.3788
H9 -1.9431 -0.0895 0.8145  0.3108
H10 0.8273 1.8841 2.9786  0.3507
H11 -0.1429 2.7020 1.7019  0.3232
H12 1.6997 1.7864 0.5055  0.3507
H13 1.6358 0.3851 1.3696  0.3782

**Structure (SMILES)**: CP(C)[C@H]1COC[NH2+]1
**Multiplicity**: 1
**Gap between HOMO and LUMO**: 9.8 eV
**Total charge**: +1
**Total energy**: -18215.0570 eV
**Energy above the lowest of the compared OMol25 structures with the same formula, charge and spin**: 0.0 kJ/mol
**Molecular weight**: 134.139 g mol⁻¹

Entry 6:
DFT (ωB97M-V with the def2-TZVPD basis set) results for a cluster of 2 separate species, C5H13NOS in total in a non-equilibrium geometry.

Last column: Löwdin spin population.
Geometry (Å):
C1 2.4814 -0.7015 -0.1388  0.0259
C2 1.3530 0.3550 0.0268  0.0181
S1 1.7348 1.9433 -0.9742  0.0488
N1 2.6460 -1.5780 0.9819  0.0209
H1 2.3091 -1.2099 -1.0616  0.0191
H2 3.4400 -0.1197 -0.2363  0.0012
H3 0.4096 0.0070 -0.3840  0.0134
H4 1.2435 0.7373 1.0368  0.0039
H5 0.3331 2.0526 -1.0702  0.0031
H6 1.8645 -2.2713 0.9663  0.0356
H7 3.4938 -2.1414 0.7694  0.0079
C3 -2.3554 -0.5150 0.0870  0.1721
O1 -1.2587 -1.3878 0.5841  0.2837
C4 -2.0381 0.9266 0.3793  0.0439
C5 -2.2055 1.9085 -0.5375  0.0502
H8 -3.3181 -0.7889 0.5824  0.0514
H9 -2.4383 -0.6921 -0.9632  0.0466
H10 -1.4915 -2.2992 0.3282  0.1313
H11 -1.5279 1.1794 1.3980  0.0081
H12 -2.0903 2.9563 -0.2478  0.0064
H13 -2.5848 1.6388 -1.5266  0.0084

**Multiplicity**: 2
**Gap between HOMO and LUMO (alpha / beta)**: 2.2 / 8.9 eV
**Total charge**: -1
**Total energy**: -19765.8141 eV
**Energy above the lowest of the compared OMol25 structures with the same formula, charge and spin**: 231.6 kJ/mol
**Molecular weight**: 135.232 g mol⁻¹

Entry 7:
DFT (ωB97M-V with the def2-TZVPD basis set) results for a cluster of 2 separate species, C5H13NOS in total in a non-equilibrium geometry.

Last column: Mulliken charge in e.
Geometry (Å):
C1 2.0760 0.3663 -0.9796  -0.4397
C2 0.8499 0.0010 -1.7776  -0.4320
O1 0.3894 -1.3267 -1.5263  -0.5618
C3 2.0763 0.0579 0.5130  -0.8008
N1 0.8104 -0.2733 1.2319  -0.4325
C4 -0.0833 0.8719 1.4392  -0.5910
C5 -1.5248 0.3774 1.5944  -0.5953
S1 -2.3557 -0.0402 -0.0043  -0.2353
H1 2.9390 -0.1198 -1.4391  0.3655
H2 2.2508 1.4245 -1.2265  0.2885
H3 1.1090 0.1507 -2.8498  0.3379
H4 -0.0109 0.6851 -1.6769  0.2264
H5 -0.5572 -1.2332 -1.3844  0.1283
H6 2.5158 0.8074 1.1777  0.4045
H7 2.6674 -0.8411 0.7257  0.3454
H8 0.3497 -0.9591 0.6414  0.3503
H9 0.0044 1.7053 0.7329  0.3377
H10 0.2135 1.3283 2.4010  0.3731
H11 -1.6205 -0.4573 2.2929  0.3686
H12 -2.1025 1.2183 1.9842  0.3789
H13 -2.1071 -0.2536 -1.9394  0.1834

**Multiplicity**: 1
**Gap between HOMO and LUMO**: 6.8 eV
**Total charge**: 0
**Total energy**: -19764.3850 eV
**Energy above the lowest of the compared OMol25 structures with the same formula, charge and spin**: 455.1 kJ/mol
**Molecular weight**: 135.232 g mol⁻¹

Entry 8:
DFT (ωB97M-V with the def2-TZVPD basis set) results for a structure of composition C5H13NOS in a non-equilibrium geometry.

Last column: Löwdin spin population.
Geometry (Å):
C1 -0.1981 -1.5556 -0.4134  0.6283
C2 -0.8553 -2.6034 0.5675  0.0754
C3 2.7485 0.9201 0.1196  0.0061
C4 -2.3378 1.2727 -0.3723  0.0644
C5 1.5314 0.6884 -0.7070  0.0360
N1 -1.0936 1.7822 0.1326  0.7376
O1 0.5083 -0.1440 1.7629  0.0486
S1 0.1987 -0.0542 0.3688  0.2531
H1 -0.7719 -1.4502 -1.2723  0.0400
H2 -0.1605 -2.9344 1.4214  0.0048
H3 -1.8207 -2.4206 0.8508  0.0187
H4 -1.0054 -3.4566 -0.0168  0.0070
H5 2.8344 1.8553 0.6497  0.0002
H6 3.0730 0.2613 0.8350  0.0013
H7 3.4920 0.9500 -0.7262  0.0017
H8 -2.5092 0.1694 0.0565  0.0323
H9 -3.0964 2.0318 -0.1687  0.0115
H10 -2.1998 1.0080 -1.4911  0.0044
H11 1.7149 -0.1035 -1.4627  0.0064
H12 1.1983 1.5500 -1.1429  -0.0005
H13 -1.2507 2.2333 1.0085  0.0227

**Multiplicity**: 3
**Gap between HOMO and LUMO (alpha / beta)**: 7.1 / 6.8 eV
**Total charge**: 0
**Total energy**: -19761.3974 eV
**Energy above the lowest of the compared OMol25 structures with the same formula, charge and spin**: 149.1 kJ/mol
**Molecular weight**: 135.232 g mol⁻¹

Entry 9:
DFT (ωB97M-V with the def2-TZVPD basis set) results for a cluster of 2 separate species, C5H13NOS in total in a non-equilibrium geometry.

Last column: Löwdin spin population.
Geometry (Å):
C1 1.6755 1.3092 -0.0954  -0.0003
C2 1.2323 0.2010 0.9144  0.0091
C3 -0.2354 0.4287 1.3081  0.0182
C4 -1.0586 -0.8713 1.6461  0.0553
S1 -1.3122 -1.9741 0.0717  0.7288
N1 2.0909 0.1200 1.9791  -0.0282
C5 -1.4986 -0.3364 -2.7842  0.0179
O1 -0.7091 0.2416 -1.7277  0.1569
H1 0.8626 1.5625 -0.7480  -0.0006
H2 2.7197 1.0475 -0.4963  0.0013
H3 1.9281 2.1232 0.6691  0.0005
H4 1.1192 -0.7806 0.4241  0.0048
H5 -0.2888 1.1720 2.1494  -0.0008
H6 -0.8451 0.9370 0.4612  -0.0001
H7 -1.9638 -0.5294 2.2568  0.0136
H8 -0.4881 -1.5375 2.3253  0.0034
H9 -0.8050 -0.7621 -0.8846  0.0035
H10 2.6534 -0.6803 1.9289  -0.0006
H11 -2.5246 0.0963 -2.9756  0.0050
H12 -1.7684 -1.4450 -2.7743  0.0107
H13 -0.7839 -0.3221 -3.6481  0.0016

**Multiplicity**: 2
**Gap between HOMO and LUMO (alpha / beta)**: 4.1 / 3.6 eV
**Total charge**: +1
**Total energy**: -19752.7839 eV
**Energy above the lowest of the compared OMol25 structures with the same formula, charge and spin**: 761.6 kJ/mol
**Molecular weight**: 135.232 g mol⁻¹

Entry 10:
DFT (ωB97M-V with the def2-TZVPD basis set) results for an isolated molecule of C5H13NS.

Last column: Mulliken charge in e.
Geometry (Å):
C1 1.4120 1.8139 -1.7590  -1.0122
N1 1.5312 0.9057 -0.6416  0.0971
C2 2.4903 1.3282 0.3538  -1.1124
C3 0.2744 0.4385 -0.0998  -0.9493
C4 0.2504 -1.0794 0.0762  -0.2261
C5 -0.8386 -1.5765 1.0092  -0.8609
S1 -2.5158 -1.0968 0.4911  -0.2250
H1 0.8226 1.3448 -2.5456  0.3181
H2 2.3961 2.0378 -2.1659  0.3157
H3 0.9179 2.7652 -1.4987  0.3673
H4 2.4078 0.6931 1.2294  0.3445
H5 2.3293 2.3664 0.6788  0.3535
H6 3.4981 1.2621 -0.0546  0.3462
H7 -0.5470 0.7343 -0.7460  0.5005
H8 0.0692 0.9023 0.8765  0.3494
H9 1.2296 -1.3701 0.4623  0.3099
H10 0.1400 -1.5531 -0.9051  0.2059
H11 -0.7230 -1.1527 2.0129  0.3754
H12 -0.8195 -2.6538 1.1235  0.3878
H13 -2.5938 -1.9915 -0.4972  0.1147

**Structure (SMILES)**: CN(C)CCCS
**Multiplicity**: 1
**Gap between HOMO and LUMO**: 9.2 eV
**Total charge**: 0
**Total energy**: -17720.6787 eV
**Energy above the lowest of the compared OMol25 structures with the same formula, charge and spin**: 55.2 kJ/mol
**Molecular weight**: 119.233 g mol⁻¹

Entry 11:
DFT (ωB97M-V with the def2-TZVPD basis set) results for an isolated molecule of C5H13NS in a non-equilibrium geometry.

Last column: Mulliken charge in e.
Geometry (Å):
C1 2.2991 0.3341 -0.7647  -0.9835
C2 1.7798 0.1940 0.7005  -0.4209
N1 0.4311 0.6882 0.9037  -0.3430
C3 -0.6688 -0.1474 0.4199  0.5195
C4 -1.9426 0.3485 1.0902  -1.2607
C5 -0.8120 -0.4556 -1.0895  -0.9253
S1 -2.4375 -1.2878 -1.4620  -0.2161
H1 2.1336 1.4000 -1.0835  0.2639
H2 3.4562 0.2990 -0.9210  0.3319
H3 1.9321 -0.4333 -1.4572  0.2587
H4 2.5283 0.8227 1.2580  0.2952
H5 1.9241 -0.8300 0.9968  0.2879
H6 0.3478 1.6216 0.4609  0.3062
H7 -0.6345 -1.1549 0.8837  0.1690
H8 -1.8764 1.2141 1.7807  0.3659
H9 -2.8727 0.5121 0.5350  0.3390
H10 -2.3487 -0.3961 1.8585  0.2640
H11 -0.9331 0.5395 -1.5717  0.3458
H12 0.0042 -0.8382 -1.6725  0.2940
H13 -2.3099 -2.4303 -0.8660  0.1085

**Structure (SMILES)**: CCN[C@@H](C)CS
**Multiplicity**: 1
**Gap between HOMO and LUMO**: 9.6 eV
**Total charge**: 0
**Total energy**: -17719.8117 eV
**Energy above the lowest of the compared OMol25 structures with the same formula, charge and spin**: 138.9 kJ/mol
**Molecular weight**: 119.233 g mol⁻¹

Entry 12:
DFT (ωB97M-V with the def2-TZVPD basis set) results for an isolated molecule of C5H13NS in a non-equilibrium geometry.

Last column: Mulliken charge in e.
Geometry (Å):
C1 1.2251 1.0997 -2.1934  -0.7444
S1 1.2871 -0.5965 -1.5972  -0.1512
C2 1.1441 -0.6115 0.2371  -0.7435
C3 -0.2786 -0.8974 0.7060  -0.7157
C4 -0.9044 0.1276 1.6090  0.0924
C5 -2.3131 -0.3160 2.0221  -1.4333
N1 -1.0859 1.3466 0.7513  -0.6489
H1 1.0608 1.1907 -3.2851  0.3129
H2 2.2299 1.5041 -2.1206  0.2681
H3 0.6281 1.6745 -1.4581  0.2066
H4 1.9174 -1.2390 0.6649  0.4230
H5 1.3748 0.4568 0.3360  0.3157
H6 -0.1809 -1.9483 0.9968  0.4149
H7 -0.9001 -1.0423 -0.1612  0.4091
H8 -0.3326 0.3238 2.5239  0.3497
H9 -2.2325 -1.1678 2.7165  0.3376
H10 -2.9065 -0.4329 1.1195  0.3550
H11 -2.8180 0.4913 2.5528  0.4017
H12 -1.6618 2.0615 1.1881  0.2674
H13 -1.7215 1.1001 -0.0083  0.2827

**Structure (SMILES)**: CSCC[C@H](C)N
**Multiplicity**: 1
**Gap between HOMO and LUMO**: 9.1 eV
**Total charge**: 0
**Total energy**: -17720.2346 eV
**Energy above the lowest of the compared OMol25 structures with the same formula, charge and spin**: 98.0 kJ/mol
**Molecular weight**: 119.233 g mol⁻¹

Which value of total energy does entry 3 give?
-15074.6220 eV

Look up the energy above the lowest of the compared OMol25 structures with the same formula, charge and spin of the fifth one.
0.0 kJ/mol

Number 8 is which compound?
C5H13NOS